A structure of composition C4H9N2, computed with wB97M-V/def2-TZVPD.

Last column: Mulliken charge in e.
Atoms and positions in Å:
C  0.431  -0.650  -1.599  -0.369
C  -0.331  0.242  -0.622  0.047
C  -0.599  -1.325  1.577  -0.669
C  0.566  1.421  -0.243  -1.603
N  -0.231  -0.980  0.205  0.667
N  0.299  -1.719  -0.654  -0.483
H  -0.046  -0.921  -2.561  0.315
H  1.442  -0.298  -1.836  0.303
H  -1.338  0.448  -0.614  0.481
H  -1.537  -0.778  1.568  0.321
H  -0.506  -2.368  1.551  0.349
H  0.244  -0.858  2.295  0.301
H  0.801  1.928  -1.093  0.487
H  -0.055  2.130  0.397  0.318
H  1.505  1.204  0.071  0.535

Calculated values
**Net charge**: +1
**Energy above the lowest of the compared OMol25 structures with the same formula, charge and spin**: 95.4 kcal per mole

The ion C4H9N2 with charge +1, computed with wB97M-V/def2-TZVPD.

Last column: Mulliken charge in e.
Atoms and positions in Å:
C  0.569  -0.082  -1.569  0.165
C  -0.289  0.210  0.689  0.613
C  0.739  -0.236  1.636  -0.867
C  -1.543  0.802  1.135  -1.075
N  -0.464  -0.345  -0.833  -0.501
N  0.768  -0.645  -2.727  -0.286
H  1.406  0.562  -1.309  0.339
H  1.015  0.504  2.477  0.347
H  1.593  -0.568  0.972  0.348
H  0.307  -1.075  2.089  0.332
H  -1.763  1.657  0.423  0.338
H  -1.790  0.948  2.220  0.348
H  -2.182  0.030  0.927  0.400
H  1.597  -0.477  -3.219  0.243
H  0.038  -1.285  -2.911  0.256

Calculated values
**Net charge**: +1
**Energy above the lowest of the compared OMol25 structures with the same formula, charge and spin**: 76.4 kcal per mole

The ion C4H9N2 with charge +1, computed with wB97M-V/def2-TZVPD.

Last column: Mulliken charge in e.
Atoms and positions in Å:
C  1.513  -0.412  0.920  -0.340
C  -0.680  0.363  -0.613  0.004
C  0.593  0.393  0.177  0.297
C  -1.981  -0.431  -0.075  -1.003
N  -0.142  1.604  -0.009  -0.506
N  1.943  0.212  -0.308  -0.222
H  1.898  -0.054  1.938  0.244
H  1.417  -1.476  1.078  0.277
H  -0.528  0.321  -1.791  0.321
H  -2.172  -0.143  0.954  0.326
H  -1.747  -1.487  -0.182  0.295
H  -2.857  -0.174  -0.767  0.309
H  -0.670  2.068  0.787  0.301
H  2.531  1.078  -0.208  0.347
H  2.003  -0.390  -1.199  0.350

Calculated values
**Net charge**: +1
**Energy above the lowest of the compared OMol25 structures with the same formula, charge and spin**: 89.4 kcal per mole

The ion C4H9N2 with charge +1, computed with wB97M-V/def2-TZVPD.

Last column: Mulliken charge in e.
Atoms and positions in Å:
C  1.574  0.101  -0.172  0.434
C  2.968  -0.103  -0.059  -0.979
C  -1.594  1.136  0.325  -0.724
C  -1.645  -1.109  -0.238  -0.747
N  0.435  -0.036  -0.097  0.253
N  -0.794  -0.051  0.224  -0.111
H  3.489  0.795  0.303  0.344
H  3.273  -0.216  -1.048  0.328
H  3.255  -0.815  0.728  0.315
H  -1.101  1.885  1.015  0.333
H  -1.649  1.586  -0.714  0.348
H  -2.528  0.666  0.688  0.254
H  -2.041  -0.703  -1.206  0.325
H  -1.125  -2.034  -0.250  0.364
H  -2.515  -1.103  0.501  0.263

Calculated values
**Net charge**: +1
**Energy above the lowest of the compared OMol25 structures with the same formula, charge and spin**: 91.2 kcal per mole

A cluster of 2 separate species, C4H9N2 in total, computed with wB97M-V/def2-TZVPD.

Last column: Mulliken charge in e.
Atoms and positions in Å:
C  -1.878  0.469  -0.408  -0.050
C  0.526  -1.281  0.089  -0.366
C  1.039  0.106  0.419  0.348
C  2.346  0.733  -0.105  -1.127
N  0.273  -0.130  -0.685  -0.259
N  -2.834  -0.023  0.213  -0.186
H  -1.874  1.103  -1.220  0.352
H  1.062  -2.084  -0.535  0.234
H  -0.284  -1.718  0.715  0.203
H  0.553  0.571  1.262  0.343
H  2.576  -0.004  -0.822  0.332
H  3.071  1.015  0.668  0.363
H  1.994  1.701  -0.567  0.255
H  -3.874  0.192  0.017  0.302
H  -2.696  -0.649  0.958  0.256

Calculated values
**Net charge**: +1
**Energy above the lowest of the compared OMol25 structures with the same formula, charge and spin**: 154.8 kcal per mole

The ion C4H9N2 with charge +1, computed with wB97M-V/def2-TZVPD.

Last column: Mulliken charge in e.
Atoms and positions in Å:
C  0.106  0.704  0.967  0.644
C  -0.770  -0.724  -0.687  0.202
C  1.265  1.589  1.346  -1.154
C  -0.623  -1.704  -1.744  -1.106
N  0.257  -0.138  -0.201  -0.100
N  -1.107  0.605  1.266  -0.556
H  -1.715  -0.632  -0.184  0.422
H  0.967  2.239  2.101  0.338
H  1.623  2.093  0.422  0.342
H  2.168  0.992  1.633  0.357
H  0.357  -2.407  -1.570  0.311
H  -0.632  -1.244  -2.775  0.323
H  -1.442  -2.316  -1.794  0.375
H  1.245  -0.211  -0.675  0.353
H  -1.699  1.154  1.895  0.249

Calculated values
**Net charge**: +1
**Energy above the lowest of the compared OMol25 structures with the same formula, charge and spin**: 55.1 kcal per mole